No. 1
This record from OMol25 describes a molecular structure, C18H40N5OP3V. The level of theory is ωB97M-V with the def2-TZVPD basis set.

The geometry in ORCA input format:
```
! wB97M-V def2-TZVPD RIJCOSX def2/J DEFGRID3
* xyz 3 3
V 0.072 -0.101 0.586
P 1.696 0.982 2.048
P -0.690 1.938 -0.157
P 1.937 -0.702 -0.712
H -1.313 -2.466 0.758
C -0.223 -2.414 0.692
C 0.498 -2.071 1.850
H -0.057 -1.860 2.776
C 1.045 1.528 3.668
C 2.585 2.505 1.507
C 3.113 -0.009 2.646
C -2.395 2.065 -0.800
C -0.798 3.184 1.196
C 0.173 2.933 -1.434
C 3.116 -1.969 -0.072
C 3.121 0.597 -1.260
C 1.677 -1.530 -2.320
H 0.240 -2.934 -0.144
H 1.545 -2.351 2.012
H 0.374 0.751 4.047
H 0.477 2.461 3.593
H 1.885 1.650 4.364
H 1.932 3.376 1.465
H 3.043 2.369 0.527
H 3.376 2.699 2.237
H 2.792 -1.022 2.901
H 3.506 0.468 3.550
H 3.911 -0.049 1.897
H -2.404 1.934 -1.899
H -2.778 3.077 -0.537
H -3.052 1.319 -0.311
H -1.028 4.161 0.745
H 0.118 3.261 1.795
H -1.597 2.902 1.892
H -0.508 3.754 -1.717
H 0.389 2.317 -2.315
H 1.120 3.342 -1.057
H 3.765 -2.281 -0.900
H 2.568 -2.847 0.284
H 3.746 -1.589 0.737
H 3.648 0.242 -2.157
H 3.873 0.800 -0.486
H 2.593 1.527 -1.510
H 2.635 -1.812 -2.776
H 1.127 -0.881 -3.010
H 1.098 -2.438 -2.129
C -1.743 -1.554 -3.194
C -2.925 -0.998 -3.740
C -3.421 -1.507 -4.963
C -2.805 -2.594 -5.588
C -1.608 -3.087 -5.075
C -1.062 -2.551 -3.912
O -1.238 -1.290 -1.938
H -1.553 -0.485 -1.431
H -3.458 -0.196 -3.219
H -4.304 -1.055 -5.422
H -3.275 -3.058 -6.452
H -1.104 -3.909 -5.551
H -0.140 -2.958 -3.519
N -2.472 -0.503 5.241
N -2.488 -0.066 3.939
N -3.599 -0.184 3.183
C -3.071 -0.094 1.954
N -1.732 -0.067 1.938
N -1.347 -0.160 3.245
H -3.326 -0.231 5.699
H -1.581 -0.237 5.653
H -3.698 -0.030 1.077
*
```

## Properties
<S²> ... 2.032
Frontier orbital gap (alpha / beta) ... 3.85 / 4.32 eV
LUMO (alpha / beta) ... -11.86 / -11.39 eV
F_max ... 4.0 eV Å⁻¹
HOMO (alpha / beta) ... -0.57736 / -0.57746 Ha
ΔE to the lowest compared entry with this formula, charge and spin ... 0.9 kcal per mole


No. 2
This record from OMol25 describes C22H28N4O4S in the gas phase. The level of theory is ωB97M-V with the def2-TZVPD basis set.

The geometry in ORCA input format:
```
! wB97M-V def2-TZVPD RIJCOSX def2/J DEFGRID3
* xyz 0 1
C -1.130 -6.229 0.232
C -1.777 -4.870 0.041
O -0.747 -3.883 0.035
C -1.136 -2.623 -0.146
O -2.309 -2.318 -0.299
C -0.048 -1.647 -0.143
C -0.341 -0.305 -0.328
N -1.576 0.231 -0.532
C -1.761 1.568 -0.675
O -0.831 2.351 -0.642
C -3.209 1.966 -0.900
N -4.100 0.919 -0.447
C -4.315 0.914 0.992
C -5.303 1.989 1.456
N -6.564 1.835 0.754
C -7.563 2.765 1.229
C -6.355 1.943 -0.678
C -5.379 0.851 -1.126
S 1.046 0.697 -0.282
C 2.074 -0.705 -0.012
C 3.531 -0.545 0.132
O 4.286 -1.480 0.331
N 3.950 0.751 0.019
C 5.243 1.270 0.097
C 5.390 2.649 -0.057
C 6.640 3.231 0.008
C 7.762 2.448 0.228
C 7.619 1.080 0.381
C 6.372 0.485 0.318
C 1.351 -1.872 0.039
C 1.936 -3.223 0.256
H -0.585 -6.256 1.171
H -0.434 -6.430 -0.578
H -1.895 -6.999 0.243
H -2.326 -4.816 -0.906
H -2.480 -4.644 0.851
H -2.374 -0.415 -0.541
H -3.333 2.102 -1.979
H -3.365 2.947 -0.428
H -3.357 1.046 1.498
H -4.718 -0.069 1.252
H -5.484 1.872 2.527
H -4.871 2.996 1.294
H -7.718 2.606 2.295
H -7.278 3.817 1.068
H -8.500 2.575 0.708
H -7.314 1.803 -1.180
H -5.961 2.938 -0.959
H -5.217 0.906 -2.204
H -5.814 -0.123 -0.887
H 3.239 1.451 -0.146
H 4.515 3.261 -0.228
H 6.739 4.299 -0.113
H 8.740 2.903 0.278
H 8.489 0.463 0.552
H 6.265 -0.579 0.437
H 1.695 -3.870 -0.586
H 3.012 -3.150 0.365
H 1.507 -3.673 1.149
*
```

## Properties
Frontier orbital gap ... 8.53 eV
LUMO ... 0.43 eV
F_max ... 0.8 eV Å⁻¹
HOMO ... -0.29749 Ha
ΔE to the lowest compared entry with this formula, charge and spin ... 21.8 kcal per mole


No. 3
This record from OMol25 describes a molecular structure, C40H43BaN5O3SSbSi. The level of theory is ωB97M-V with the def2-TZVPD basis set.

The geometry in ORCA input format:
```
! wB97M-V def2-TZVPD RIJCOSX def2/J DEFGRID3
* xyz -1 1
Ba 1.234 -0.352 -0.482
C -1.782 0.066 3.628
C -1.184 0.542 2.327
N -1.306 -0.114 1.224
N -2.063 -1.216 1.189
C -1.567 -2.139 0.390
O -0.410 -2.082 -0.131
C -2.448 -3.299 0.096
C -2.360 -3.926 -1.144
C -3.178 -5.001 -1.446
C -4.084 -5.474 -0.506
C -4.172 -4.857 0.734
C -3.364 -3.774 1.031
C -0.385 1.759 2.300
C -0.015 2.442 3.468
C 0.784 3.567 3.372
C 1.193 4.003 2.121
C 0.770 3.276 1.016
N 0.009 2.198 1.092
H -2.518 -0.703 3.411
H -2.252 0.883 4.177
H -0.999 -0.360 4.260
H -1.642 -3.551 -1.863
H -3.107 -5.477 -2.416
H -4.716 -6.322 -0.738
H -4.872 -5.225 1.474
H -3.427 -3.277 1.989
H -0.314 2.073 4.437
H 1.099 4.089 4.266
H 1.830 4.868 1.998
H 1.072 3.575 0.015
O 3.373 -0.593 -1.488
S 3.294 0.532 -2.397
O 4.002 1.722 -1.991
N 1.772 0.721 -2.688
C 1.258 1.838 -3.274
C 1.899 2.638 -4.214
C 1.243 3.722 -4.805
C -0.052 4.041 -4.492
C -0.750 3.269 -3.540
C -2.070 3.538 -3.127
C -2.650 2.753 -2.161
C -1.914 1.695 -1.607
N -0.692 1.403 -1.987
C -0.101 2.159 -2.924
C 4.093 -0.077 -3.903
C 3.306 -0.734 -4.832
C 3.884 -1.283 -5.967
C 5.252 -1.165 -6.162
C 6.035 -0.496 -5.228
C 5.456 0.053 -4.095
H 2.926 2.424 -4.478
H 1.784 4.320 -5.529
H -0.547 4.885 -4.957
H -2.601 4.370 -3.575
H -3.657 2.939 -1.812
H -2.324 1.077 -0.816
H 2.239 -0.806 -4.653
H 3.271 -1.799 -6.696
H 5.710 -1.594 -7.045
H 7.102 -0.405 -5.386
H 6.043 0.578 -3.353
C 3.774 -3.618 -2.408
Sb 1.668 -3.230 -2.295
C 1.170 -4.610 -3.902
C 1.368 -4.662 -0.703
H 3.948 -4.629 -2.776
H 4.188 -3.521 -1.406
H 4.267 -2.895 -3.054
H 1.549 -5.605 -3.669
H 1.635 -4.266 -4.826
H 0.093 -4.668 -4.052
H 1.950 -5.564 -0.896
H 0.312 -4.909 -0.612
H 1.691 -4.220 0.240
C 3.395 -2.261 2.743
Si 2.890 -0.403 2.415
C 2.919 0.256 4.271
C 4.548 0.327 1.765
C 4.806 1.695 1.881
C 5.930 2.280 1.322
C 6.840 1.506 0.614
C 6.608 0.147 0.482
C 5.480 -0.426 1.052
H 4.336 -2.359 3.295
H 3.494 -2.825 1.811
H 2.615 -2.753 3.330
H 3.903 0.135 4.732
H 2.199 -0.292 4.884
H 2.644 1.313 4.328
H 4.096 2.322 2.414
H 6.096 3.347 1.428
H 7.716 1.960 0.167
H 7.308 -0.471 -0.070
H 5.318 -1.491 0.927
*
```

## Properties
Frontier orbital gap ... 5.38 eV
LUMO ... 2.25 eV
F_max ... 4.3 eV Å⁻¹
HOMO ... -0.11496 Ha


Taking the records one at a time from the top gives M values of 486.42 444.56 961.06 g mol⁻¹.